1.
{"formula": "C5H10", "method": "ωB97M-V/def2-TZVPD", "elements": ["C", "C", "C", "C", "C", "H", "H", "H", "H", "H", "H", "H", "H", "H", "H"], "positions_angstrom": [[0.094023, -0.768139, -1.770933], [0.004997, -0.114674, -0.433136], [0.321016, -0.762632, 0.698718], [0.110131, -0.203563, 2.079972], [-0.322515, 1.379251, -0.477650], [0.074966, -1.866149, -1.736829], [0.996781, -0.582346, -2.347655], [-0.838290, -0.526416, -2.269752], [0.527638, -1.827259, 0.621963], [0.445420, 0.848736, 2.061572], [-0.960150, -0.234471, 2.295811], [0.860332, -0.598306, 2.786906], [-1.125295, 1.637951, 0.211563], [-0.691908, 1.560415, -1.482132], [0.502855, 2.057604, -0.238413]], "forces_ev_per_angstrom": [[-0.51, -1.33, 0.08], [1.43, 0.42, 0.97], [-0.99, -0.09, -0.52], [1.56, 1.13, -0.72], [-0.39, -0.69, 0.05], [0.01, 0.12, 0.50], [-0.13, 0.77, -0.19], [0.16, 0.29, -0.79], [0.14, 0.04, 0.00], [-0.59, -0.06, -0.05], [0.33, -0.23, 0.75], [-1.07, -0.52, 0.10], [-0.10, -0.05, 0.09], [0.06, 0.51, -0.09], [0.10, -0.30, -0.20]], "mulliken_charge": [-1.405, 0.882, -0.308, -1.082, -1.300, 0.343, 0.271, 0.393, 0.319, 0.272, 0.268, 0.345, 0.339, 0.359, 0.303], "lumo_ha": 0.0410, "homo_ev": -8.819, "homo_lumo_gap_ev": 9.9, "smiles": "CC=C(C)C", "total_charge": 0}


2.
{"formula": "O2P2S2", "method": "ωB97M-V/def2-TZVPD", "elements": ["O", "O", "P", "P", "S", "S"], "positions_angstrom": [[2.976329, 0.956841, 0.862958], [4.158168, -0.817238, -0.458405], [-5.338593, -0.711351, -0.194385], [2.794182, -0.399035, 0.193110], [-3.373771, -0.327759, -0.218259], [-6.372691, 0.916707, 0.275240]], "forces_ev_per_angstrom": [[-1.00, -0.91, -0.14], [-2.56, -0.16, 0.73], [0.97, 0.62, 0.09], [3.75, 1.08, -0.57], [-0.90, -0.43, -0.07], [-0.25, -0.19, -0.04]], "mulliken_charge": [-0.515, -0.600, -0.002, 0.119, -0.469, -0.533], "lumo_ha": 0.1940, "homo_ev": -1.865, "homo_lumo_gap_ev": 7.1, "total_charge": -2}


3.
{"formula": "C19H28FLaO2", "method": "ωB97M-V/def2-TZVPD", "elements": ["O", "C", "C", "H", "H", "C", "H", "H", "C", "H", "H", "H", "C", "H", "H", "H", "La", "C", "C", "C", "H", "C", "C", "H", "H", "H", "H", "C", "C", "C", "H", "C", "C", "H", "H", "H", "H", "O", "C", "C", "H", "H", "C", "H", "H", "C", "H", "H", "H", "H", "F"], "positions_angstrom": [[0.920935, 0.328967, -6.513715], [0.966935, 1.530902, -7.493270], [0.796932, 0.614377, -8.688024], [1.936965, 2.041409, -7.383947], [0.163970, 2.310057, -7.455352], [0.849541, -0.552455, -7.674950], [1.587520, 0.562269, -9.416129], [-0.177362, 0.581085, -9.146366], [2.033326, -1.458673, -7.954458], [2.981949, -0.923360, -7.868495], [1.915490, -1.837406, -8.984979], [2.048398, -2.323332, -7.286273], [-0.401646, -1.412517, -7.734947], [-1.310986, -0.865909, -7.466929], [-0.338615, -2.299858, -7.087130], [-0.499305, -1.755301, -8.776804], [0.672488, 0.024708, -1.353306], [-1.577920, -0.428443, 0.806090], [-1.460021, 0.975467, 0.986191], [-1.848377, 1.604077, -0.224028], [-1.223127, 1.482867, 1.918538], [-2.247148, 0.590046, -1.141931], [-2.090885, -0.673256, -0.503214], [-2.399930, -1.626622, -0.936039], [-1.400822, -1.190804, 1.561662], [-1.943696, 2.678270, -0.397806], [-2.744657, 0.765530, -2.098386], [1.455394, -1.929085, 0.944358], [0.666100, -2.638045, -0.002808], [1.392065, -2.708708, -1.227193], [-0.308859, -3.102120, 0.190880], [2.636488, -2.021765, -1.035919], [2.682525, -1.553303, 0.315812], [3.526057, -1.041765, 0.778215], [1.191918, -1.712025, 1.984775], [1.064626, -3.205066, -2.147257], [3.399169, -1.865504, -1.799297], [-0.189604, 1.038116, -3.494356], [-1.234701, 0.478440, -4.406945], [-2.077545, 1.699530, -4.806961], [-1.810378, -0.326718, -3.914467], [-0.716466, 0.056620, -5.301027], [-0.966980, 2.753479, -4.889553], [-2.783325, 2.024984, -4.021707], [-2.672750, 1.552730, -5.734408], [-0.099737, 2.478096, -3.665109], [-1.368106, 3.764707, -5.077789], [-0.276651, 2.473925, -5.709296], [-0.420333, 2.986318, -2.737040], [0.958160, 2.701177, -3.823860], [1.563382, 1.504787, -0.154251]], "forces_ev_per_angstrom": [[0.11, 1.81, -1.86], [0.03, -0.22, 0.53], [0.09, -1.10, 0.92], [-0.32, -0.33, -0.06], [0.51, -0.95, 0.61], [-0.23, -0.47, -1.10], [0.22, 0.28, -0.31], [-0.25, 0.66, -0.36], [0.25, -0.06, 0.32], [-0.04, -0.05, -0.07], [0.15, 0.15, 0.40], [0.09, 0.08, 0.03], [-0.25, -0.21, 0.19], [0.12, 0.08, -0.08], [0.03, 0.26, -0.13], [-0.08, -0.02, 0.35], [-1.67, -1.19, 2.23], [-0.20, 0.32, -0.30], [-0.11, -0.47, -0.53], [-0.13, -0.26, -0.22], [0.24, -0.16, -0.34], [-0.06, 0.15, 0.20], [0.33, 0.35, -0.18], [0.18, 0.23, 0.26], [0.04, 0.25, -0.21], [0.14, -0.37, 0.10], [0.25, -0.09, 0.33], [0.52, 0.21, -0.53], [0.26, 0.01, -0.20], [0.04, 0.28, 0.13], [0.52, 0.33, -0.14], [-0.29, 0.16, 0.22], [-0.73, -0.37, -0.56], [-0.40, -0.04, -0.15], [0.06, -0.11, -0.55], [0.17, 0.10, 0.42], [-0.06, -0.24, 0.27], [-0.79, -0.43, -0.85], [-0.10, -0.05, -0.32], [0.15, 0.01, 0.33], [0.46, 0.53, 0.22], [-0.35, 0.46, 0.90], [0.42, -0.11, -1.03], [0.22, -0.44, -0.17], [0.65, 0.05, 0.46], [-0.30, 0.27, 0.39], [0.49, -0.33, 0.51], [-0.81, 0.42, 0.24], [-0.09, -0.33, -0.30], [-0.14, 0.14, -0.11], [0.65, 0.79, 0.06]], "mulliken_charge": [-0.483, -0.343, -1.056, 0.266, 0.324, 1.823, 0.384, 0.272, -1.707, 0.379, 0.398, 0.418, -1.899, 0.359, 0.427, 0.468, 1.709, -0.503, -0.740, -0.453, 0.399, -0.409, -0.999, 0.446, 0.515, 0.435, 0.609, -0.413, -0.335, -0.893, 0.448, -0.823, -0.436, 0.416, 0.385, 0.536, 0.533, -0.235, 0.118, -0.522, 0.392, -0.355, 0.087, 0.287, 0.390, -0.658, 0.469, -0.458, 0.305, 0.340, -0.618], "lumo_ha": 0.0009, "homo_ev": -7.006, "homo_lumo_gap_ev": 7.0, "total_charge": 0}


4.
{"formula": "C9H11NO4", "method": "ωB97M-V/def2-TZVPD", "elements": ["C", "C", "C", "C", "C", "C", "C", "C", "C", "N", "O", "O", "O", "O", "H", "H", "H", "H", "H", "H", "H", "H", "H", "H", "H"], "positions_angstrom": [[3.281531, -0.315882, -1.765567], [2.898043, 0.987465, -1.421058], [2.359064, -1.279664, -1.596295], [1.952378, 1.499271, -0.746703], [0.437807, -0.222142, -0.203564], [0.918659, -0.901840, -1.242583], [-3.031726, 0.346654, 3.015321], [-2.301401, -0.031522, 1.716807], [-1.405461, 1.002898, 1.001044], [0.146266, -1.704897, -2.411999], [0.702509, -2.805185, -2.599050], [-0.811233, -1.300971, -3.061228], [1.250844, 2.419161, -0.437668], [-0.816578, 0.390078, -0.186960], [4.275558, -0.636499, -2.258486], [3.715434, 1.699360, -1.602655], [2.625351, -2.237309, -1.823443], [0.916756, -0.013191, 0.811835], [-3.240945, 1.382798, 2.917206], [-3.922087, -0.394551, 2.919681], [-2.524351, 0.134866, 3.992578], [-3.056607, -0.240480, 0.928066], [-1.708725, -0.940222, 1.973450], [-2.134805, 1.821000, 0.535329], [-0.526282, 1.340804, 1.545942]], "forces_ev_per_angstrom": [[-0.18, -2.84, -0.59], [4.75, 0.33, -1.37], [-0.63, 2.65, 1.44], [-3.46, 5.26, 0.55], [-2.94, 1.66, 2.21], [1.78, -2.57, -2.00], [-0.60, -2.23, -0.52], [1.05, -0.58, -0.27], [-0.76, -0.04, -1.15], [-0.21, -0.62, -0.22], [-1.67, 1.80, 0.20], [1.44, -0.08, 1.49], [1.08, -2.35, 0.38], [0.59, -1.32, -1.11], [-1.65, 1.09, 1.16], [-0.65, 0.39, 0.13], [0.16, -2.34, -0.39], [0.33, -0.62, -1.77], [-1.04, 0.88, 0.47], [0.95, 1.89, 0.85], [-0.11, 0.23, -1.13], [0.45, -0.39, 0.65], [-0.31, 0.39, -0.77], [2.07, -1.31, 1.26], [-0.42, 0.71, 0.53]], "mulliken_charge": [-0.026, -0.579, -0.662, 0.748, -0.123, -0.232, -1.028, -0.172, -0.584, 0.887, -0.552, -0.537, -0.449, -0.299, 0.292, 0.297, 0.483, 0.518, 0.331, 0.268, 0.285, 0.270, 0.263, 0.221, 0.379], "lumo_ha": -0.0214, "homo_ev": -8.422, "homo_lumo_gap_ev": 7.8, "smiles": "CCCO/C=C(/C=C\\C=C=O)[N+](=O)[O-]", "total_charge": 0}


5.
{"formula": "NO3Rb", "method": "ωB97M-V/def2-TZVPD", "elements": ["Rb", "N", "O", "O", "O"], "positions_angstrom": [[-0.802860, 1.046318, -1.561588], [0.174910, -0.264862, 0.421772], [0.252220, 0.566178, 1.276342], [1.177420, -0.945372, 0.173242], [-0.801690, -0.402262, -0.309768]], "forces_ev_per_angstrom": [[-0.24, 9.08, -8.12], [3.55, -2.83, 0.20], [-1.30, 2.73, 1.99], [0.51, -0.76, -0.61], [-2.52, -8.23, 6.55]], "mulliken_charge": [0.860, 1.040, -0.555, -0.557, -0.788], "lumo_ha": -0.0227, "homo_ev": -8.998, "homo_lumo_gap_ev": 8.4, "total_charge": 0}


6.
{"formula": "C19H46B3MgO11S2", "method": "ωB97M-V/def2-TZVPD", "elements": ["Mg", "B", "H", "H", "H", "H", "B", "H", "H", "H", "H", "B", "H", "H", "H", "H", "C", "C", "C", "O", "C", "O", "O", "H", "H", "H", "H", "H", "H", "C", "C", "C", "O", "C", "O", "O", "H", "H", "H", "H", "H", "H", "C", "C", "O", "C", "H", "H", "H", "H", "H", "H", "C", "C", "C", "S", "O", "O", "C", "H", "H", "H", "H", "H", "H", "H", "H", "C", "C", "C", "S", "O", "O", "C", "H", "H", "H", "H", "H", "H", "H", "H"], "positions_angstrom": [[-10.819623, 13.596011, 10.429879], [-11.912984, 15.044387, 11.391860], [-11.621492, 14.100333, 11.925653], [-12.659912, 15.647565, 12.029163], [-10.932648, 15.582953, 11.238294], [-12.237158, 14.728796, 10.366080], [-10.055505, 13.875532, 8.551017], [-9.923708, 12.798140, 8.851251], [-11.168592, 14.025084, 8.628173], [-9.547686, 14.515752, 9.315006], [-9.620013, 14.004519, 7.488213], [-9.107949, 12.871251, 11.510735], [-9.919671, 12.218315, 11.090668], [-9.107498, 12.748049, 12.664340], [-8.066060, 12.563459, 11.113163], [-9.382434, 13.937980, 11.305776], [-15.636319, 15.634045, 10.671836], [-14.758830, 16.099423, 9.517012], [-14.862902, 15.145912, 8.330093], [-15.176753, 16.062999, 7.259313], [-15.613087, 17.222455, 7.716102], [-16.174873, 18.054540, 7.077360], [-15.316383, 17.318832, 9.059555], [-16.635621, 15.274101, 10.430019], [-15.730538, 16.454086, 11.384336], [-15.114473, 14.834259, 11.208619], [-13.682406, 16.182017, 9.661712], [-15.656545, 14.402302, 8.387117], [-13.871723, 14.771171, 8.080773], [-8.985843, 15.578334, 4.518875], [-9.636938, 16.732270, 5.218013], [-9.284931, 16.843097, 6.730457], [-8.741619, 18.134712, 6.882108], [-8.655372, 18.739478, 5.679701], [-8.139317, 19.803868, 5.562565], [-9.126429, 17.978934, 4.689098], [-7.913439, 15.696518, 4.366225], [-9.433068, 15.362373, 3.543543], [-9.180745, 14.617702, 4.999668], [-10.712320, 16.721549, 5.038101], [-8.658819, 15.947061, 6.815086], [-10.119085, 16.454577, 7.318160], [-11.686601, 12.940059, 5.062641], [-10.522574, 11.986884, 5.157196], [-9.589918, 12.177121, 4.400521], [-10.514865, 10.829580, 6.104255], [-11.605611, 13.639606, 5.906604], [-12.647787, 12.505548, 5.355534], [-11.807707, 13.463568, 4.120818], [-9.733065, 10.920744, 6.854324], [-10.473257, 9.929018, 5.485737], [-11.482453, 10.712891, 6.595003], [-14.059476, 9.078462, 9.569564], [-14.653038, 10.120155, 10.536042], [-14.503874, 11.453074, 9.760315], [-12.868046, 11.357660, 8.977235], [-11.977187, 12.049439, 9.876771], [-12.962193, 11.752472, 7.596241], [-12.649529, 9.547322, 9.203661], [-14.609016, 8.844186, 8.657024], [-14.015887, 8.157379, 10.154884], [-13.858767, 10.196500, 11.289067], [-15.629807, 10.129497, 11.005441], [-14.622947, 12.466962, 10.135495], [-15.231135, 11.329313, 8.949418], [-11.886046, 9.182119, 9.888645], [-12.265477, 9.205446, 8.240569], [-5.688767, 13.958453, 7.115657], [-5.413581, 14.557816, 8.507997], [-3.940625, 14.345599, 8.882454], [-3.336314, 13.002712, 7.841434], [-2.943091, 11.856042, 8.647633], [-2.414762, 13.583406, 6.887795], [-4.874104, 12.681865, 6.983587], [-5.512776, 14.592044, 6.245102], [-6.750852, 13.714368, 7.165720], [-6.040300, 13.929870, 9.148395], [-5.699916, 15.575315, 8.762791], [-3.727351, 14.138524, 9.930770], [-3.306749, 15.211973, 8.686154], [-5.367998, 11.906677, 7.574212], [-4.505410, 12.247359, 6.057101]], "forces_ev_per_angstrom": [[-0.01, -0.50, -0.39], [-1.16, 1.61, 1.39], [0.04, -2.00, 2.02], [-1.01, 0.63, 0.47], [1.82, 1.31, -0.28], [-1.78, -0.17, -2.31], [0.98, 0.06, -2.68], [0.67, -2.21, 0.37], [-2.44, 0.81, -0.69], [1.31, 1.70, 1.18], [0.32, 0.33, -1.26], [1.84, -0.75, 1.80], [-1.35, -2.23, -0.64], [-0.14, -0.19, 1.41], [1.11, -0.24, -0.83], [0.70, 2.42, 0.10], [1.32, 0.00, 1.07], [-0.94, -1.14, 0.07], [0.46, 1.16, -0.88], [-0.17, -1.11, -0.93], [0.07, 0.57, 1.34], [0.14, 0.07, 0.07], [-0.38, 0.62, -1.34], [0.07, 0.19, -0.58], [-0.05, -0.04, 0.04], [-0.04, 0.01, 0.00], [-0.28, 0.49, 1.02], [0.14, -0.14, 0.03], [-0.25, -0.67, 0.09], [-0.31, -0.98, -0.83], [-0.19, 0.52, 0.21], [-0.56, -2.58, -1.96], [-0.46, -0.79, 0.68], [0.67, 0.07, 0.27], [-0.11, 0.43, -0.40], [-0.25, -0.02, -0.01], [0.02, 0.14, 0.26], [0.08, 0.54, -0.16], [0.17, 0.20, 0.58], [-0.03, 0.09, 0.03], [1.29, 0.94, 0.84], [-0.26, 1.43, 0.57], [-1.09, -0.14, 1.39], [0.14, 0.92, -1.21], [0.21, -0.30, 0.23], [-1.19, -0.54, 0.06], [0.46, 0.24, -0.23], [0.13, -0.44, -0.39], [0.48, -0.03, -0.09], [0.19, -0.14, -0.19], [0.78, -0.01, 0.06], [0.34, 0.38, 0.05], [-0.51, -1.05, 0.56], [2.09, 2.34, -0.14], [-0.50, -0.90, -1.72], [-0.81, 0.04, 1.27], [-0.50, -0.75, -0.07], [-0.10, -0.29, 0.48], [0.01, 0.10, -0.93], [-0.39, 0.36, 0.14], [0.23, -0.20, -0.34], [-0.54, -0.25, 0.64], [-0.12, -0.93, -0.22], [0.17, -0.27, 0.74], [0.18, 0.42, -0.25], [-0.05, 0.94, 0.53], [-0.49, -0.10, -0.17], [-0.52, 0.53, -0.78], [0.49, -0.93, 0.80], [0.39, 0.36, 0.22], [0.15, 0.06, 0.81], [-0.08, 0.61, -0.60], [0.08, -0.28, 0.04], [0.30, -0.64, 1.34], [0.05, 0.32, 0.26], [-0.01, -0.05, -0.59], [0.21, 0.11, 0.34], [-0.20, 0.12, -0.74], [-0.40, -0.47, -0.02], [-0.12, -0.03, -0.51], [0.14, -0.15, -0.10], [-0.63, 0.43, -0.44]], "mulliken_charge": [-0.769, 1.284, -0.072, -0.272, -0.358, -0.318, 1.400, -0.185, -0.649, -0.051, -0.810, 2.217, -0.491, -0.308, -0.357, -0.353, -1.386, 0.940, 0.214, -0.392, 0.498, -0.561, -0.439, 0.377, 0.393, 0.241, 0.143, 0.136, -0.204, -1.344, 0.737, 0.699, -0.411, 0.500, -0.568, -0.395, 0.332, 0.319, 0.183, 0.231, -0.338, -0.050, -0.755, 0.741, -0.611, -0.449, -0.040, 0.313, 0.438, 0.178, 0.487, -0.227, -0.700, -0.620, -0.606, 1.237, -1.378, -0.770, -0.803, 0.332, 0.368, 0.306, 0.442, 0.120, 0.381, 0.438, 0.418, 0.035, -0.561, -0.777, 1.152, -0.668, -0.669, -0.841, 0.281, -0.106, 0.178, 0.425, 0.408, 0.344, 0.308, 0.490], "lumo_ha": 0.0541, "homo_ev": -6.703, "homo_lumo_gap_ev": 8.2, "total_charge": -1}


7.
{"formula": "F2Tl", "method": "ωB97M-V/def2-TZVPD", "elements": ["Tl", "F", "F"], "positions_angstrom": [[0.262958, 0.956031, -0.043422], [-0.585405, -0.620561, -2.169169], [0.322447, -0.335470, 2.212591]], "forces_ev_per_angstrom": [[-0.80, -3.19, 0.55], [0.82, 1.61, 1.94], [-0.02, 1.58, -2.50]], "mulliken_charge": [1.464, -0.212, -0.251], "lumo_ha": -0.4798, "homo_ev": -18.160, "homo_lumo_gap_ev": 5.1, "total_charge": 1}